No. 1
A structure of composition CH5NO2. Source: OMol25; level of theory: ωB97M-V/def2-TZVPD.

The value obtained for the orbital gap (alpha / beta) is 9.112 / 7.627 eV. The HOMO energy (alpha / beta) is -9.8 / -9.4 eV. As for the spin multiplicity: 1. The largest force on an atom comes out at 2.312 eV/Å. The value obtained for the relative energy (zero: lowest compared OMol25 entry of this formula, charge and spin) is 634.44 kJ/mol. For the energy, the calculation gives -6697.1365 eV.

Last column: Mulliken charge in e.
Element x y z (Å)
C  0.875  -0.263  -0.544  -0.594
N  0.159  0.461  1.537  -0.251
O  1.032  0.495  0.611  -0.002
O  -1.637  -0.007  -0.334  -0.800
H  -1.903  0.902  -0.141  0.317
H  -0.596  -0.209  1.248  0.354
H  1.761  -0.120  -1.149  0.284
H  0.816  -1.326  -0.308  0.284
H  -0.506  0.066  -0.920  0.409



No. 2
A cluster of 2 separate species, CH5NO2 in total. Source: OMol25; level of theory: ωB97M-V/def2-TZVPD.

The value obtained for the orbital gap is 11.274 eV. The HOMO energy is -10.6 eV. As for the spin multiplicity: 1. Its SMILES is NC=O.O. The largest force on an atom comes out at 5.454 eV/Å. The value obtained for the relative energy (zero: lowest compared OMol25 entry of this formula, charge and spin) is 74.99 kJ/mol. For the energy, the calculation gives -6702.9347 eV.

Last column: Mulliken charge in e.
Element x y z (Å)
C  0.048  -0.557  -0.422  0.287
N  -0.553  -1.787  -0.522  -0.360
O  1.013  -0.408  0.353  -0.558
H  -0.367  0.282  -1.139  0.185
H  -0.482  -2.454  0.152  0.214
H  -1.274  -1.951  -1.274  0.221
H  0.619  2.036  0.174  0.331
H  0.451  2.135  1.748  0.328
O  0.545  2.704  0.930  -0.648